{
  "formula": "C52H99BNO13P",
  "method": "ωB97M-V with the def2-TZVPD basis set",
  "species": ["H", "C", "C", "H", "C", "C", "H", "C", "H", "H", "H", "H", "O", "H", "O", "H", "H", "H", "H", "H", "H", "H", "H", "C", "H", "C", "H", "C", "C", "C", "H", "H", "O", "H", "H", "H", "C", "O", "C", "B", "C", "H", "H", "C", "H", "O", "N", "H", "H", "C", "H", "C", "H", "H", "C", "C", "H", "C", "H", "C", "H", "C", "H", "C", "O", "H", "H", "H", "H", "C", "H", "O", "C", "C", "H", "C", "O", "H", "H", "C", "C", "C", "H", "H", "H", "H", "H", "H", "H", "C", "C", "H", "H", "O", "H", "H", "H", "H", "C", "H", "C", "H", "H", "H", "H", "O", "H", "H", "H", "H", "H", "H", "H", "H", "H", "C", "C", "H", "H", "C", "H", "C", "C", "C", "H", "C", "H", "C", "H", "H", "C", "H", "H", "C", "C", "H", "H", "H", "P", "H", "H", "H", "H", "H", "C", "H", "O", "C", "C", "H", "H", "C", "H", "H", "H", "C", "H", "C", "H", "O", "H", "H", "O", "C", "C", "H", "H"],
  "positions_angstrom": [[1.26101, 3.15462, -7.28180], [3.07296, 0.68703, -9.99219], [3.43942, -1.65870, -10.33031], [1.10876, 1.52888, -9.71425], [0.61742, 3.94110, -7.68139], [-3.55081, -4.59125, 7.41479], [-1.45487, -1.41429, 3.79998], [0.53050, -3.14135, 3.98608], [0.36823, -4.60933, 8.55954], [3.22846, -8.20989, 7.25661], [-5.70089, 10.92635, -2.50348], [0.25729, 0.29864, 7.73549], [1.24429, -1.44354, 7.75633], [-4.19132, 6.15457, -1.96910], [0.37629, -3.97570, -1.44393], [-0.96712, 1.78749, -0.62935], [2.43375, 2.48899, -4.04106], [-0.32869, -6.15876, 6.96231], [3.95842, 1.75635, -4.51545], [-5.57013, 8.43439, -2.84900], [1.70889, -2.64135, 9.38528], [-3.45660, 6.56187, -0.40413], [1.37733, 6.16806, 2.97919], [2.34441, -1.52662, -5.71489], [4.11791, -2.42711, -9.95896], [3.80785, -7.30199, 7.08272], [-2.84973, 8.83298, -1.30268], [-4.89968, -4.81265, 8.07815], [-1.12676, -1.70298, 2.81232], [-4.77500, 9.10662, -3.19201], [-3.42831, -3.54189, 7.12087], [-0.79648, 6.93390, -4.59006], [-0.59537, 5.45663, 0.44496], [1.23623, 1.34723, -5.85185], [-5.21366, -5.58283, 5.51588], [3.54407, -5.17948, 6.93595], [-0.32133, 4.87720, -4.99429], [0.68467, 3.40026, -0.17196], [3.01058, 2.13129, -4.89298], [1.07781, -5.48185, 1.84399], [-0.27082, -2.50202, 0.30541], [-1.00497, 6.49508, -6.28418], [-4.99553, 9.34755, -4.23225], [2.46709, -1.64923, 3.70618], [-4.64883, 10.18116, -1.30361], [-3.06242, -0.75994, -0.91796], [1.98293, -2.95271, 4.14496], [4.35993, -7.43311, 6.15139], [2.43114, -1.94704, -10.01122], [1.11416, -1.56486, -2.97957], [2.76190, 0.81307, -6.54191], [2.01387, 1.41979, -0.49075], [-0.20279, -3.63263, 7.19356], [3.51437, -1.57517, 3.99251], [-0.78292, 3.81382, -7.10574], [1.61311, 0.57037, -9.58961], [1.42466, 6.03231, 0.26040], [-3.95280, 6.97141, -1.28545], [0.22700, 4.88019, 2.74977], [-0.06807, -2.60826, 2.70515], [-2.19067, 4.05283, -2.20874], [1.47840, -4.04865, 1.31509], [-2.69397, 1.80566, -0.58835], [0.11557, -2.85958, -1.08751], [-0.80956, 3.73333, -5.69542], [2.86107, 1.69207, 0.12987], [-1.23254, 2.88470, -7.46133], [0.00067, -2.74881, 4.85602], [-2.18875, 5.95911, -5.09414], [-0.89538, -0.75164, -1.86708], [1.52885, 0.26324, -8.54768], [2.08843, -6.03820, 5.86001], [-1.89173, -0.99972, -0.79676], [-0.89943, 0.37682, -2.68619], [3.17981, -0.28490, -4.22061], [-1.75710, -1.16846, 1.69408], [-0.22125, -5.93982, 1.84811], [1.95317, -0.80012, 4.16589], [1.89331, -4.10083, 0.31603], [0.11556, 0.49764, -3.64124], [0.12190, -1.70175, -2.02518], [0.12761, -7.14327, 6.86136], [2.47995, -5.82747, 3.06512], [4.51136, -1.25943, -12.16026], [0.74079, 5.03986, -5.20991], [0.12582, 1.39076, -4.25042], [0.57793, -7.41038, 7.82016], [-0.25131, 0.45561, 10.12152], [-2.88093, 1.08807, -2.73979], [1.38687, 2.62159, -1.15826], [0.15046, -3.59505, 8.22580], [1.08085, -0.16528, -10.19523], [0.35973, -1.16781, 10.42442], [-3.53177, 8.43272, -3.21919], [4.51892, -7.20083, 7.90302], [0.37511, 7.10205, 1.14592], [-2.62191, 4.05123, -0.51763], [3.34061, -2.58755, -12.27131], [1.12825, -0.44305, -3.81183], [2.21203, -3.19718, 7.79973], [0.61054, 6.05751, 0.97908], [3.22721, 2.95124, -5.57215], [-4.89595, 7.41393, -0.95975], [0.72044, 2.26165, -1.94082], [-2.08230, 7.51961, -2.17827], [3.84097, -0.46295, -9.68800], [-3.87197, -6.05708, 4.49091], [-5.72483, -4.50828, 7.43232], [3.16232, 0.94181, -11.05434], [2.30612, 0.71545, -1.26330], [-4.96704, -4.23037, 8.99754], [-4.58741, -3.17047, 5.23110], [2.32139, -5.96993, 7.91797], [1.89169, 4.73448, 2.14107], [-0.38643, 4.62747, -3.94119], [1.15231, -7.10096, 5.74554], [0.47089, -0.28926, 9.78672], [1.47725, 0.10410, 9.93498], [1.86924, -2.33355, -3.03639], [2.24295, 1.01971, -5.61012], [0.63669, -6.92659, 4.80038], [2.91994, -6.07198, 7.00481], [3.52400, -1.60038, -11.84647], [-1.30922, -1.56935, 0.44531], [1.25581, 0.95244, 0.13608], [1.05093, 5.40367, 2.27748], [-0.74968, -1.06838, 8.17845], [2.25981, -0.29307, -4.80591], [-1.69030, 2.23133, -3.34095], [2.72628, -2.37035, -5.14446], [-1.84104, 2.15674, -1.15692], [2.78602, -0.91629, -12.26865], [2.19632, -3.07968, 5.12358], [-1.89243, 1.50354, -2.55983], [0.24058, -0.62039, 8.32181], [3.03885, -1.36941, -6.53343], [3.53875, 1.50083, -9.43510], [-0.65214, -7.87428, 6.64969], [-0.32404, 4.48220, -0.77942], [-0.66588, -3.21150, 8.84138], [0.34188, -4.22130, 3.99303], [-1.42497, 4.62932, -7.45857], [0.58844, 3.85575, -8.76878], [-5.03740, -5.86768, 8.31776], [-4.17328, -3.93547, 4.57193], [-4.76588, -3.93978, 3.65714], [2.09404, -6.30482, 2.31428], [-1.88322, 3.69171, -1.23555], [-4.76403, 10.38476, -2.36950], [1.36322, -1.82287, -6.07548], [-0.58899, -6.05107, 2.72791], [-1.12459, 6.13814, -5.25844], [2.44668, -1.57368, 2.62497], [-2.56389, -0.46093, 1.78844], [2.12734, 3.24231, -1.65329], [1.39011, -2.72576, 8.34014], [-3.15039, -3.64443, 4.32622], [-4.19506, -5.31126, 5.21754], [-3.93831, 11.02795, -2.67639], [-3.30463, -5.44366, 6.31161], [-2.75730, -4.80993, 8.13103], [1.67194, -8.05902, 5.64356], [0.24158, 5.12044, -1.98256], [0.37003, -3.04345, 1.43181], [-3.04691, 7.98368, -1.96697], [1.07477, 4.90055, -7.43564], [2.29459, -3.72287, 1.95252]],
  "forces_ev_per_angstrom": [[-0.0208, -0.0133, -0.0720], [-0.0701, 0.1051, 0.0248], [-0.0147, -0.1244, -0.0565], [0.0170, 0.0181, 0.0097], [0.0877, 0.1048, 0.0848], [0.0264, 0.0377, 0.0975], [-0.0104, 0.1000, 0.1206], [0.3427, -0.4572, -0.0697], [0.0203, -0.0030, -0.0058], [0.0142, 0.0065, 0.0431], [-0.0039, -0.0012, -0.0218], [0.0536, -0.0343, -0.0541], [0.0903, -0.0017, -0.1440], [0.0557, -0.0261, 0.0039], [0.4465, -0.7488, -0.2009], [0.0973, 0.1366, 0.1456], [0.0294, 0.2466, 0.0633], [-0.1528, -0.0581, 0.0002], [0.1570, -0.0559, 0.0057], [-0.0021, 0.0184, 0.0420], [-0.0399, 0.0004, 0.0096], [0.0288, 0.0013, -0.0083], [0.0388, 0.1305, 0.0577], [-0.0167, -0.1881, 0.4733], [0.0297, 0.0519, 0.0536], [-0.1112, -0.1037, -0.0388], [-0.0400, -0.0014, 0.0225], [-0.0906, -0.0042, -0.1661], [0.2349, -0.1124, -0.2650], [-0.0885, 0.0712, -0.0193], [-0.0575, 0.0165, 0.0113], [-0.0084, -0.0186, 0.0423], [0.2249, -0.5265, -0.0080], [-0.1338, -0.0381, -0.1474], [-0.0109, 0.0378, 0.0090], [-0.0312, 0.0223, -0.0669], [-0.1282, 0.0411, -0.0509], [-0.2923, 0.0765, 0.1643], [-0.4117, -0.1654, -0.0253], [0.3291, -0.4568, -0.1850], [0.0031, 0.0660, 0.7944], [0.0203, 0.0436, 0.0325], [0.0611, -0.0422, -0.0242], [0.3968, -0.1423, 0.5275], [-0.0441, 0.0090, 0.0015], [-0.8808, 0.4181, 0.0483], [-0.2868, 0.0795, -0.4219], [0.0351, 0.0428, 0.0108], [-0.0133, 0.0154, -0.0326], [-0.4089, 0.0632, 0.1459], [-0.0333, 0.0257, -0.2756], [-0.4480, 0.2584, 0.0744], [0.0547, -0.0594, -0.0214], [0.1101, 0.0170, 0.0430], [-0.0182, -0.0465, -0.1130], [-0.0556, -0.1527, -0.1020], [-0.0991, -0.0663, -0.3321], [-0.1259, 0.0432, -0.0200], [-0.1112, -0.1614, -0.0105], [-0.1828, 0.2736, -0.1706], [0.1704, 0.1100, -0.1962], [-0.2948, 0.3598, 0.3433], [-0.1389, -0.0262, 0.1189], [-0.2126, 0.5173, 0.0861], [0.0362, -0.1451, 0.1099], [0.1448, -0.0066, 0.0553], [-0.0291, -0.0163, 0.0760], [-0.2533, 0.2679, -0.0734], [0.0083, 0.0208, 0.0755], [0.4651, 0.1804, -0.4294], [-0.0016, 0.0405, 0.0731], [-0.0831, 0.1432, -0.1362], [0.5424, -0.0894, 0.0206], [0.1359, -0.0989, -0.4919], [0.1590, 0.0358, 0.1018], [0.3056, -0.4991, -0.0237], [-0.1482, 0.5809, -0.1751], [-0.2016, 0.1037, -0.1295], [-0.1051, -0.1735, -0.2462], [0.1768, -0.1306, -0.0085], [-0.1161, 0.2283, 0.0294], [0.1699, 0.1326, 0.2222], [0.6083, -0.1567, -0.1880], [0.0260, -0.0509, 0.0110], [-0.0059, -0.0103, -0.0490], [-0.1119, 0.1081, -0.0347], [-0.0157, -0.0255, -0.0089], [-0.0003, 0.0149, -0.0177], [-0.1837, 0.1416, -0.0120], [0.5147, -0.3847, -0.1710], [-0.1454, 0.1723, 0.0930], [-0.0118, 0.0415, -0.0272], [-0.0416, 0.0188, 0.0118], [0.0621, -0.0167, -0.1017], [0.0065, 0.0234, -0.0030], [-0.2161, 0.1254, -0.0350], [-0.1038, 0.1142, -0.0024], [0.0117, -0.0140, 0.0145], [-0.0470, -0.1244, 0.3385], [0.0297, 0.0601, -0.0362], [0.1262, 0.3149, 0.4949], [-0.0924, 0.2389, 0.0657], [0.0274, 0.0142, 0.0394], [-0.2408, 0.2103, 0.0629], [-0.0049, 0.0150, -0.0698], [0.1039, 0.0224, 0.1005], [0.0474, -0.0357, 0.0503], [-0.0018, 0.0378, 0.0281], [-0.0311, -0.0241, -0.0102], [0.1966, -0.1609, -0.0324], [0.0218, -0.0037, 0.0095], [-0.0418, -0.0011, -0.0227], [-0.0050, -0.0471, 0.0071], [-0.0537, -0.3179, -0.1059], [0.0392, -0.0765, -0.0177], [-0.1184, -0.1453, -0.1300], [0.0444, -0.1590, 0.0383], [-0.0138, 0.0530, -0.0233], [0.1278, -0.0697, -0.0936], [0.6899, -0.2415, 0.2953], [0.1038, 0.0239, -0.0664], [0.1242, -0.0108, 0.0792], [-0.0652, 0.1516, -0.0097], [0.1790, -0.1371, 0.1392], [0.0150, -0.2233, 0.0838], [0.0495, 0.2519, 0.1820], [-0.0038, -0.0191, 0.0374], [-0.2364, 0.1906, -0.3632], [0.0780, 0.1109, -0.0812], [-0.0138, -0.1668, 0.0294], [-0.4852, -0.1596, -0.6178], [-0.0232, -0.0391, -0.0115], [0.0796, -0.0900, 0.0577], [0.0992, -0.5026, 0.3300], [-0.0796, 0.1133, 0.0462], [-0.0211, 0.0982, -0.2278], [0.0622, -0.0434, 0.0260], [0.0036, 0.0194, -0.0771], [0.0712, 0.2945, -1.4806], [0.0044, -0.0435, 0.0241], [0.0504, -0.1095, 0.1776], [0.0524, 0.0235, -0.0051], [-0.0106, -0.0079, 0.0008], [0.0387, 0.0020, 0.0470], [0.0064, 0.0666, 0.1569], [0.0208, -0.0130, -0.0207], [-0.6287, 0.2999, 0.7153], [-0.0877, -0.1653, 1.5481], [0.0762, -0.0620, 0.1209], [-0.0980, 0.0919, -0.2981], [0.0200, -0.4908, -0.0362], [0.0101, -0.0458, -0.2177], [-0.2326, 0.0960, -0.1928], [-0.1452, 0.0789, -0.0444], [0.0821, 0.2192, 0.0440], [0.0194, -0.1231, -0.0224], [0.0070, -0.0365, -0.0687], [-0.0565, 0.0496, -0.1358], [-0.0248, 0.0155, -0.0474], [0.1499, -0.0918, 0.0303], [0.0451, -0.0511, -0.0588], [0.0040, 0.0034, 0.0230], [0.3295, 0.3555, 0.2324], [-0.3452, 0.2006, -0.1717], [0.0934, -0.0981, 0.0756], [-0.0210, 0.0191, -0.0306], [0.2153, -0.0110, 0.1744]],
  "e_tot_ev": -93605.7711,
  "de_lowest_kcal_mol": 0.0,
  "lumo_energy_ev": -0.25,
  "smiles": "CCOP(=O)(CCCc1cc([C@@H](C)CC)cc2c1C(=O)c1ccc(CNC)c(CB(O)O)c1C2=O)OCC.CCOCC.CCOCC.CCOCC.CCOCC.CCOCC.CCOCC"
}